DFT (wB97M-V/def2-TZVPD) results for a gas-phase ion, C5H8N (charge +1) in a non-equilibrium geometry.

Each line ends with the Löwdin charge.
Atoms and positions in Å:
C: 0.137830 -2.076972 -2.741926  0.0081
C: -0.041409 -1.089175 -1.719090  0.0398
N: -0.467452 -0.406007 -0.892097  0.1873
C: -0.700128 0.610735 -0.003826  -0.1071
C: -0.273786 1.264705 1.078864  -0.0004
C: 0.856627 1.387615 2.262741  -0.0200
H: -0.773710 -2.262403 -3.434563  0.1563
H: 0.598519 -2.920936 -2.136260  0.1362
H: 0.945155 -1.680760 -3.435678  0.1298
H: -1.683612 0.898866 -0.532517  0.1673
H: -0.907138 2.062179 1.230270  0.0741
H: 0.952400 2.457728 2.598300  0.0927
H: 0.549739 0.900563 3.131282  0.0399
H: 1.865355 0.981497 1.901830  0.0960

Atomic forces in eV per Å
C 1.36 -0.35 -1.20
C -2.18 0.56 0.39
N 3.83 -1.63 0.04
C -3.62 1.22 -1.36
C 2.84 -0.88 1.67
C 0.90 0.39 -3.71
H 1.30 0.10 1.75
H -0.86 0.32 -1.30
H -0.73 -0.55 0.77
H 1.15 0.90 1.74
H -1.66 1.56 0.28
H -0.13 -0.93 -0.96
H -0.71 -1.33 1.20
H -1.48 0.62 0.70

**HOMO level**: -14.63 eV
**LUMO**: -0.171 Ha
**ΔE to the lowest compared entry with this formula, charge and spin**: 82.2 kcal/mol
**Net charge**: +1
**SMILES string**: CC#[N+]/C=C\C
**Orbital gap**: 9.99 eV
**E_tot**: -6794.52494 eV